(1)
20
Properties=species:S:1:pos:R:3:forces:R:3:mulliken_charge:R:1 method="wB97M-V/def2-TZVPD" de_lowest_kcal_mol=55.2 homo_ev=-8.6 lumo_energy_ha=0.0245 max_force_ev_per_a=3.6 charge=0 orbital_gap_ev=9.266 smiles=CSCCCN.O
C -0.083 -2.236 1.038 -0.9913 -0.0261 -2.4174 -0.733
S -1.605 -1.207 0.427 0.8996 -0.8331 1.6147 -0.164
C -1.523 0.461 1.191 -0.1348 1.4653 -0.5287 -0.550
C -0.929 1.396 0.067 -0.0361 -1.6109 -3.2087 -0.609
C 0.616 1.272 -0.072 0.6863 2.4590 0.2192 -0.085
N 1.260 2.375 -0.957 -1.6299 -0.6946 2.0103 -0.692
H 0.475 -2.051 1.925 -0.5206 0.3820 1.1835 0.356
H 0.638 -2.120 0.224 -0.2480 0.1388 0.5806 0.182
H -0.449 -3.266 0.911 0.0480 0.3318 0.6836 0.328
H -0.977 0.450 2.163 0.0265 -0.0473 -0.9221 0.391
H -2.535 0.880 1.471 0.7762 -1.0102 -0.5217 0.253
H -1.221 2.448 -0.041 -0.0216 -0.1126 1.0396 0.417
H -1.411 0.948 -1.018 1.2392 1.1287 2.8881 0.218
H 1.112 1.399 0.921 -0.5764 0.0569 -0.4884 0.210
H 0.960 0.339 -0.428 -0.1612 -1.2372 -0.3743 0.154
H 2.159 2.072 -1.233 1.1122 -0.4328 -0.1536 0.235
H 0.759 2.501 -1.807 -0.7154 -0.0478 -0.6931 0.200
O 1.068 -1.683 -1.540 1.0869 2.8781 -0.1472 -0.716
H 0.130 -1.504 -1.623 -0.1562 -1.3138 -0.2209 0.311
H 1.556 -2.477 -1.619 -0.6834 -1.4742 -0.5434 0.293

---

(2)
84
Properties=species:S:1:pos:R:3:forces:R:3:mulliken_charge:R:1 method="wB97M-V/def2-TZVPD" de_lowest_kcal_mol=56.3 homo_ev="-8.2 / -8.2" lumo_energy_ha="-0.0997 / -0.1034" max_force_ev_per_a=2.9 charge=0 orbital_gap_ev="5.481 / 5.339"
Au -1.391 0.766 1.875 1.2756 -0.9773 -0.2044 1.046
C 1.112 -1.165 -3.821 0.0424 0.0909 0.5475 -1.832
C 1.735 -0.513 -2.575 0.3032 -0.0460 -0.8280 1.344
C 3.209 -0.194 -2.816 -0.4576 -0.0969 0.3366 -1.779
O 0.968 0.665 -2.286 0.1892 -0.0433 -0.4472 -0.213
C 0.312 0.515 -1.060 0.0478 0.2408 1.1823 0.361
C 0.412 -1.007 -0.830 -0.9852 0.1994 -0.2204 -0.836
O 1.640 -1.335 -1.432 0.3000 -0.0327 0.1299 -0.305
C 0.060 -1.577 0.566 1.7382 -0.1630 -0.3192 3.431
O -1.202 -1.107 0.834 -0.6499 1.7826 1.6926 -0.924
C 1.032 -1.276 1.693 0.5240 -0.7440 0.8547 -0.265
C 2.414 -1.257 1.502 -0.4353 -0.2113 0.0309 -0.055
C 3.261 -1.131 2.585 -0.0244 0.0029 0.3583 -0.760
C 2.750 -1.001 3.869 0.1583 0.0232 -0.0336 -0.653
C 1.380 -1.067 4.073 0.1245 0.0635 0.1090 -1.178
C 0.528 -1.238 3.001 0.2397 -0.1607 -0.4511 -0.243
C 0.050 -3.116 0.534 -0.5291 0.0264 -0.0277 -0.170
C -1.019 -3.799 1.096 -0.0321 0.1206 -0.0395 -0.350
C -1.024 -5.181 1.161 -0.0327 -0.0981 0.0116 -1.025
C 0.058 -5.902 0.685 -0.0398 -0.0940 0.0283 -0.625
C 1.136 -5.225 0.137 0.0200 -0.0160 -0.0457 -1.048
C 1.129 -3.843 0.049 0.0731 -0.0064 -0.0876 -0.415
C 0.860 1.526 0.058 -0.6813 0.2294 -2.6813 2.431
O 0.647 1.011 1.287 -1.7115 0.0268 1.8098 -1.533
C 2.330 1.887 -0.154 0.1920 0.0576 0.4555 0.117
C 2.731 2.580 -1.292 0.0521 0.0567 0.0322 -0.326
C 4.043 3.003 -1.422 -0.0737 0.0233 -0.0921 -0.758
C 4.968 2.746 -0.423 0.0947 -0.0250 -0.0097 -0.679
C 4.566 2.081 0.721 0.1535 0.0195 -0.0360 -0.913
C 3.252 1.669 0.860 -0.2370 0.0319 -0.0419 -0.190
C 0.115 2.864 -0.082 0.1474 0.0436 0.2972 0.104
C 0.259 3.744 0.985 -0.1295 0.1086 -0.0859 -0.312
C -0.303 5.005 0.933 -0.0131 -0.0483 0.1812 -0.770
C -1.040 5.391 -0.173 -0.1079 0.0949 -0.1297 -0.620
C -1.195 4.512 -1.230 -0.0300 0.0615 -0.1056 -1.092
C -0.609 3.257 -1.194 0.0153 -0.0643 0.0786 0.021
H 1.230 -0.494 -4.669 -0.0018 0.0297 -0.0538 0.457
H 0.051 -1.335 -3.658 -0.1019 -0.0427 -0.0316 0.312
H 1.597 -2.113 -4.033 0.0805 -0.0699 -0.0428 0.355
H 3.312 0.561 -3.588 -0.0095 0.0506 -0.0975 0.399
H 3.719 -1.103 -3.122 0.0658 -0.1036 -0.0923 0.486
H 3.655 0.170 -1.897 0.0955 0.0584 0.0754 0.277
H -0.744 0.773 -1.162 0.0435 -0.0631 -0.1598 -0.173
H -0.399 -1.430 -1.456 0.1758 0.0997 0.1193 0.488
H 2.815 -1.306 0.504 0.0815 -0.0307 -0.0979 0.077
H 4.330 -1.103 2.429 0.0917 0.0264 -0.0450 0.455
H 3.419 -0.848 4.705 0.0235 -0.0661 0.0530 0.397
H 0.982 -0.990 5.076 -0.0445 -0.0349 0.0256 0.471
H -0.533 -1.358 3.164 -0.0875 -0.0527 0.0822 0.602
H -1.842 -3.233 1.500 -0.0703 -0.0069 0.0725 0.099
H -1.875 -5.690 1.594 -0.0182 -0.0528 0.0361 0.460
H 0.063 -6.981 0.744 0.0112 -0.0305 0.0067 0.395
H 1.996 -5.775 -0.219 0.0217 -0.0270 -0.0580 0.439
H 1.968 -3.332 -0.393 0.1053 0.0204 0.0055 0.336
H 2.019 2.788 -2.075 -0.0205 0.0789 -0.0247 0.381
H 4.343 3.544 -2.308 0.0097 0.0267 -0.0820 0.443
H 5.992 3.072 -0.536 0.0610 0.0332 0.0098 0.405
H 5.277 1.895 1.512 0.0540 -0.0257 0.1245 0.493
H 2.920 1.190 1.764 0.0304 0.0055 0.1017 0.615
H 0.822 3.430 1.851 0.0955 -0.0097 0.0991 0.514
H -0.174 5.685 1.761 0.0024 0.0689 0.1007 0.440
H -1.490 6.372 -0.210 -0.0289 0.0575 -0.0165 0.417
H -1.765 4.793 -2.102 -0.0748 0.1094 -0.0653 0.484
H -0.720 2.602 -2.042 0.0045 -0.0839 -0.1582 0.508
C -3.763 -0.130 -3.363 -0.0613 0.0061 0.0217 -1.110
C -4.313 0.112 -1.972 0.5879 -0.3955 0.3047 -0.864
S -3.031 -0.383 -0.692 -2.0805 -0.6778 -1.9275 1.602
O -3.008 0.863 0.121 0.0913 0.9561 0.8617 -0.940
C -4.074 -1.601 0.200 0.3895 0.3051 -0.0635 0.045
C -5.170 -0.940 1.002 -0.0037 0.1550 0.0186 -1.082
H -4.321 0.451 -4.093 -0.0312 -0.0114 -0.1354 0.402
H -3.833 -1.181 -3.634 0.0769 -0.0787 -0.0758 0.316
H -2.719 0.169 -3.409 0.1337 0.0580 -0.1433 0.215
H -5.235 -0.436 -1.809 -0.1186 0.0132 0.0841 0.418
H -4.477 1.170 -1.781 0.0346 0.0152 0.1362 0.320
H -3.385 -2.119 0.857 0.0332 -0.1457 -0.0255 -0.463
H -4.434 -2.286 -0.566 0.0163 -0.1011 -0.0656 0.638
H -4.720 -0.280 1.741 -0.1465 0.0028 -0.0016 0.196
H -5.755 -1.697 1.523 -0.0264 -0.0322 0.0143 0.439
H -5.838 -0.356 0.372 -0.0841 0.0324 0.0039 0.320
O -3.195 0.482 3.294 0.3209 -0.8657 -0.7743 -0.539
C -3.035 1.653 3.677 -0.7958 0.1703 0.8577 0.124
O -2.124 2.381 3.237 1.4615 0.1136 -1.1026 -0.491
H -3.712 2.060 4.443 0.0856 0.0385 -0.1242 0.435

---

(3)
15
Properties=species:S:1:pos:R:3:forces:R:3:mulliken_charge:R:1 method="wB97M-V/def2-TZVPD" de_lowest_kcal_mol=100.5 homo_ev=-4.4 lumo_energy_ha=0.1402 max_force_ev_per_a=4.0 charge=-1 orbital_gap_ev=8.260 smiles="CC1(C)O[S@]1(=O)=[N+]([O-])[O-]"
C 1.151 -0.562 -1.112 2.4740 1.7074 0.0599 -1.392
C 0.503 -0.418 0.277 0.2917 1.1177 -1.4572 1.195
C 0.906 0.615 1.317 -0.0051 2.2840 -3.2798 -1.203
O 0.284 -1.590 0.906 0.1320 -2.1984 1.2149 -0.671
S -1.233 -0.777 0.317 0.8821 -0.5002 2.0821 0.411
O -1.546 -1.642 -0.780 -1.0723 -1.4449 -2.1411 -0.623
N -2.268 0.801 -0.316 0.3327 2.2821 -0.3944 0.581
O -1.610 1.722 -0.844 -0.6423 -0.5847 0.0865 -0.562
O -3.347 1.019 0.214 -0.2477 -0.0693 -0.2306 -0.611
H 0.938 0.330 -1.772 -0.1371 -1.0399 0.6168 0.255
H 0.892 -1.508 -1.570 -0.4281 0.0487 -0.0651 0.383
H 2.336 -0.566 -1.066 -2.1165 -0.0380 0.3492 0.310
H 1.619 0.089 1.879 0.5148 -0.3846 1.6845 0.364
H 1.434 1.516 0.848 -0.7413 -1.0233 0.5356 0.245
H -0.060 0.973 1.702 0.7631 -0.1567 0.9387 0.317